(1)
Below is C31H48ErO2P2 as an isolated structure, with properties calculated with ωB97M-V with the def2-TZVPD basis set.

Each line ends with the Mulliken spin population.
Positions of all 84 atoms, in Å:
1 Er -0.959 1.174 1.790  3.039
2 C 0.675 0.934 3.654  0.003
3 C 1.381 1.226 2.442  -0.001
4 C 0.020 3.045 2.939  0.020
5 C -0.186 2.053 3.947  -0.027
6 C 1.018 2.550 2.036  -0.012
7 C 1.102 -0.044 4.680  -0.001
8 H 1.806 -0.767 4.265  0.000
9 H 0.257 -0.595 5.110  0.000
10 H 1.603 0.495 5.499  0.000
11 C -0.920 2.239 5.216  0.000
12 H -0.352 1.765 6.029  0.000
13 H -1.924 1.796 5.169  -0.001
14 H -1.017 3.312 5.424  0.000
15 C -0.678 4.359 2.840  -0.005
16 H -0.886 4.750 3.845  0.000
17 H -1.649 4.291 2.320  0.001
18 H -0.053 5.079 2.292  0.000
19 C 1.696 3.311 0.955  -0.002
20 H 2.248 4.167 1.375  0.000
21 H 0.963 3.677 0.228  0.000
22 H 2.414 2.671 0.429  0.000
23 C 2.511 0.419 1.904  -0.004
24 H 3.481 0.855 2.206  0.000
25 H 2.474 0.374 0.807  0.000
26 H 2.463 -0.618 2.260  0.000
27 C 0.021 -3.413 -0.149  0.000
28 C 1.126 -3.222 0.588  0.000
29 C 2.520 -2.894 0.106  0.000
30 C 2.680 -2.619 -1.395  0.000
31 C 2.430 -1.215 -1.852  0.000
32 C 1.209 -0.733 -2.145  0.000
33 C -0.020 -1.129 -1.372  -0.006
34 C -0.331 -2.646 -1.401  0.000
35 H 3.173 -3.744 0.354  0.000
36 H 2.026 -3.314 -1.946  0.000
37 H 2.905 -2.073 0.721  0.000
38 H 0.138 -3.109 -2.275  0.000
39 H -0.785 -4.055 0.213  0.000
40 H 1.023 -3.209 1.678  0.000
41 H -1.408 -2.773 -1.554  0.000
42 H 0.087 -0.809 -0.313  0.007
43 H 1.096 0.142 -2.808  0.000
44 H -0.896 -0.552 -1.721  -0.001
45 H 3.728 -2.848 -1.656  0.000
46 H 3.326 -0.589 -1.972  0.000
47 P -0.562 -0.581 -4.591  0.000
48 P -0.723 2.427 -5.187  0.000
49 C -0.838 -0.156 -6.381  0.000
50 C -1.361 1.276 -6.522  0.000
51 H -1.566 -0.874 -6.786  0.000
52 H 0.099 -0.292 -6.938  0.000
53 H -1.128 1.689 -7.512  0.000
54 H -2.456 1.289 -6.418  0.000
55 C -1.382 3.921 -6.080  0.000
56 H -1.012 4.835 -5.601  0.000
57 H -2.479 3.906 -6.029  0.000
58 H -1.086 3.932 -7.137  0.000
59 C 1.024 2.528 -5.821  0.000
60 H 1.059 2.534 -6.918  0.000
61 H 1.597 1.675 -5.440  0.000
62 H 1.464 3.463 -5.451  0.000
63 C -2.148 -1.472 -4.326  0.000
64 H -2.235 -1.792 -3.282  0.000
65 H -2.201 -2.340 -4.995  0.000
66 H -2.965 -0.778 -4.561  0.000
67 C 0.622 -1.982 -4.867  0.000
68 H 0.886 -2.067 -5.926  0.000
69 H 0.215 -2.930 -4.517  0.000
70 H 1.530 -1.773 -4.294  0.000
71 O -0.677 -1.031 2.380  0.001
72 C -1.640 -0.876 3.200  -0.009
73 O -2.434 0.145 3.026  -0.003
74 C -1.874 -1.627 4.451  0.001
75 C -1.194 -2.778 4.887  0.000
76 C -1.208 -3.095 6.252  0.000
77 C -1.886 -2.275 7.170  0.000
78 C -2.592 -1.160 6.713  0.000
79 C -2.690 -0.928 5.345  0.001
80 H -0.679 -3.404 4.162  0.000
81 H -0.711 -3.996 6.622  0.000
82 H -1.850 -2.490 8.246  0.000
83 H -3.113 -0.487 7.404  0.000
84 H -3.339 -0.151 4.962  0.000

Cartesian forces (eV/Å) of the 6 atoms listed first:
-0.888 -1.760 -0.616
0.451 2.157 0.016
0.035 0.951 1.232
0.865 -0.547 -0.131
1.393 -0.357 -0.672
0.138 -0.254 0.951

Calculated values
Charge: +1
Energy above the lowest of the compared OMol25 structures with the same formula, charge and spin: 41.7 kcal per mole
Molecular weight: 681.931 g/mol
HOMO energy (spin up / spin down): -9.76 / -9.76 eV
Spin multiplicity: 4

***

(2)
Below is C31H48I3NO15P2 as an isolated structure, with properties calculated with ωB97M-V with the def2-TZVPD basis set.

Each line ends with the Löwdin charge.
Positions of all 100 atoms, in Å:
1 C 4.416 -0.129 4.619  -0.078
2 O 3.403 0.740 4.139  -0.205
3 C 2.894 0.272 2.915  -0.260
4 C 1.447 -0.268 2.999  -0.106
5 C 0.471 0.555 3.819  -0.791
6 O -0.417 1.138 3.295  0.031
7 I 0.671 0.615 5.969  0.931
8 C 3.031 1.336 1.762  -0.255
9 O 3.754 2.444 2.274  0.027
10 C 3.142 3.657 2.075  -0.425
11 O 3.729 4.504 1.464  0.155
12 C 1.796 3.963 2.637  -0.140
13 C 0.867 4.537 1.770  -0.021
14 C -0.392 4.896 2.215  -0.062
15 C -0.765 4.696 3.543  -0.059
16 C 0.164 4.112 4.393  -0.095
17 C 1.428 3.752 3.958  -0.043
18 O 3.784 0.694 0.774  -0.065
19 C 3.775 1.158 -0.528  -0.416
20 C 2.774 2.257 -0.935  -0.007
21 C 1.659 1.671 -1.821  -0.206
22 O 0.522 1.684 -1.430  0.074
23 O 3.507 -0.037 -1.386  0.036
24 C 3.097 -1.057 -0.700  -0.317
25 N 2.556 -1.881 -0.118  0.200
26 C 5.225 1.608 -0.880  -0.620
27 I 6.630 1.787 0.710  0.952
28 C 5.633 1.850 -2.130  -0.788
29 C 4.740 1.702 -3.350  -0.144
30 I 7.609 2.467 -2.603  0.843
31 H 5.272 -0.139 3.934  0.095
32 H 4.053 -1.153 4.758  0.097
33 H 4.772 0.226 5.586  0.095
34 H 3.502 -0.588 2.618  0.145
35 H 1.076 -0.365 1.975  0.124
36 H 1.475 -1.290 3.389  0.129
37 H 2.008 1.612 1.492  0.162
38 H 1.096 4.740 0.730  0.119
39 H -1.105 5.368 1.547  0.107
40 H -1.741 4.994 3.902  0.108
41 H -0.107 3.968 5.433  0.097
42 H 2.141 3.319 4.652  0.110
43 H 3.274 2.997 -1.558  0.126
44 H 2.255 2.802 -0.154  0.102
45 H 1.869 1.277 -2.830  0.134
46 H 4.379 0.676 -3.410  0.087
47 H 5.349 1.839 -4.243  0.044
48 H 3.940 2.438 -3.414  0.077
49 O -4.402 -3.736 5.578  -0.224
50 P -3.791 -4.401 4.398  0.566
51 O -2.541 -5.263 5.008  -0.202
52 C -2.823 -6.397 5.829  -0.287
53 C -3.370 -7.562 5.025  -0.085
54 O -2.980 -3.134 3.750  -0.245
55 C -3.249 -1.781 4.113  -0.271
56 C -2.238 -1.300 5.131  -0.112
57 O -3.829 -5.190 2.977  -0.210
58 C -3.498 -4.632 1.694  -0.259
59 C -2.016 -4.754 1.423  -0.065
60 H -3.517 -6.114 6.626  0.111
61 H -1.882 -6.683 6.298  0.117
62 H -4.356 -7.328 4.616  0.069
63 H -3.464 -8.450 5.651  0.077
64 H -2.716 -7.789 4.182  0.080
65 H -4.270 -1.658 4.469  0.107
66 H -3.157 -1.185 3.200  0.119
67 H -2.218 -1.946 6.009  0.084
68 H -2.461 -0.281 5.449  0.067
69 H -1.238 -1.321 4.702  0.018
70 H -3.857 -3.611 1.596  0.112
71 H -4.044 -5.222 0.954  0.118
72 H -1.421 -4.277 2.199  0.072
73 H -1.769 -4.295 0.465  0.083
74 H -1.720 -5.803 1.398  0.080
75 O 0.240 0.249 -5.919  -0.231
76 P -0.915 1.125 -6.258  0.564
77 O -1.923 1.002 -4.982  -0.196
78 C -1.512 1.569 -3.732  -0.281
79 C -1.550 3.086 -3.761  -0.079
80 O -1.689 0.164 -7.335  -0.246
81 C -1.062 -0.959 -7.951  -0.285
82 C -1.454 -2.237 -7.240  -0.073
83 O -1.601 2.471 -6.861  -0.209
84 C -2.330 2.565 -8.095  -0.261
85 C -3.789 2.232 -7.881  -0.067
86 H -0.518 1.210 -3.474  0.076
87 H -2.202 1.200 -2.975  0.124
88 H -0.801 3.485 -4.453  0.070
89 H -1.347 3.492 -2.769  0.072
90 H -2.523 3.441 -4.099  0.080
91 H 0.020 -0.838 -7.992  0.105
92 H -1.417 -0.993 -8.984  0.117
93 H -1.217 -2.186 -6.177  0.077
94 H -0.940 -3.096 -7.673  0.077
95 H -2.530 -2.398 -7.319  0.076
96 H -1.875 1.963 -8.877  0.112
97 H -2.247 3.604 -8.420  0.118
98 H -3.920 1.243 -7.447  0.074
99 H -4.327 2.271 -8.829  0.082
100 H -4.243 2.943 -7.190  0.080

Cartesian forces (eV/Å) of the 6 atoms listed first:
0.406 0.007 0.288
-0.178 -0.215 -0.174
0.188 -0.391 -0.229
0.590 -0.373 0.436
-0.013 0.017 -0.964
-0.270 0.213 0.321

Calculated values
Molecular weight: 1117.377 g/mol
HOMO energy: -9.03 eV

***

- What is the formula in the first record?
  C31H48ErO2P2

***

- Among the records above, which one has the lowest molecular weight?
  C31H48ErO2P2

***

- Which of these has the highest molecular weight?
  C31H48I3NO15P2